19
Properties=species:S:1:pos:R:3 method="wB97M-V/def2-TZVPD" energy_ha=-364.41824 homo_ha=-0.344 smiles=CNC.O.O.O gap_ev=9.652 spin_multiplicity=1
C -2.46 1.39 -0.94
N -2.00 1.56 0.44
C -2.15 0.27 1.17
H -1.69 1.10 -1.68
H -3.33 0.73 -1.04
H -2.63 2.36 -1.43
H -2.75 2.13 0.83
H -1.48 0.37 2.04
H -1.63 -0.49 0.58
H -3.16 -0.04 1.42
O 3.69 -0.43 -0.91
H 3.33 0.45 -1.08
H 3.14 -0.69 -0.15
O 2.66 -1.45 1.34
H 3.33 -1.23 2.03
H 1.89 -1.54 1.92
O 1.42 -1.52 -1.70
H 1.98 -2.25 -1.42
H 1.84 -0.70 -1.41

---

10
Properties=species:S:1:pos:R:3 method="wB97M-V/def2-TZVPD" energy_ha=-591.58417 total_charge=+1 homo_ha=-0.566 smiles="NC(=[NH2+])PF" gap_ev=11.082 spin_multiplicity=1
N 0.44 -1.37 0.24
C -0.02 -0.22 -0.14
N -1.05 0.18 0.52
P 0.88 1.00 -1.51
F -0.07 2.21 -0.96
H 0.11 -1.77 1.11
H 0.81 -2.03 -0.43
H -1.68 -0.39 1.04
H -1.29 1.15 0.72
H 1.86 1.24 -0.58

---

20
Properties=species:S:1:pos:R:3 method="wB97M-V/def2-TZVPD" energy_ha=-365.04054 s_squared=0.7549 total_charge=+1 homo_ha="-0.536 / -0.536" gap_ev="10.933 / 5.958" spin_multiplicity=2
C -0.93 1.52 0.44
C 0.06 0.45 0.24
C 1.51 0.79 0.62
C 2.52 -0.12 0.09
O 2.52 0.18 -1.36
N -0.32 -0.91 0.87
H -0.47 2.52 0.08
H -1.13 1.71 1.61
H -1.86 1.36 -0.15
H 0.01 0.27 -0.82
H 1.64 1.69 -0.02
H 1.45 0.84 1.74
H 3.48 0.05 0.57
H 2.30 -1.16 0.22
H 1.79 -0.31 -1.75
H -1.46 -1.13 0.94
H 0.11 -1.16 1.85
H -4.58 -2.15 -1.45
H -4.21 -0.69 -1.08
O -4.23 -1.59 -0.67

---

73
Properties=species:S:1:pos:R:3 method="wB97M-V/def2-TZVPD" energy_ha=-2163.30525 homo_ha="-0.229 / -0.229" gap_ev="6.692 / 6.690" spin_multiplicity=1
Ti -0.46 -0.01 0.74
C -2.51 0.95 1.42
C -2.08 0.13 2.48
C -0.86 0.67 2.97
C -0.56 1.84 2.22
C -1.57 2.01 1.25
C -1.73 3.13 0.27
C 0.63 2.72 2.47
C -0.08 0.16 4.14
C -2.81 -1.04 3.06
C -3.82 0.88 0.69
H -2.00 2.77 -0.72
H -0.82 3.72 0.18
H -2.53 3.81 0.59
H 0.73 3.49 1.71
H 1.56 2.15 2.49
H 0.54 3.22 3.44
H -0.46 0.58 5.08
H 0.98 0.44 4.06
H -0.12 -0.93 4.21
H -2.12 -1.75 3.52
H -3.38 -1.58 2.31
H -3.52 -0.71 3.83
H -3.69 0.98 -0.39
H -4.48 1.68 1.01
H -4.34 -0.06 0.89
C 1.28 3.52 -1.83
C 2.15 2.61 -0.96
C 2.55 1.34 -1.67
C 3.42 1.44 -2.76
C 3.84 0.32 -3.45
C 3.39 -0.92 -3.05
C 2.53 -1.07 -1.97
C 2.07 -2.44 -1.57
C 3.08 -3.15 -0.67
C 2.09 0.08 -1.27
N 1.19 -0.06 -0.20
C 1.55 -0.52 1.08
C 0.95 -1.75 1.55
C 1.21 -2.67 2.57
C 0.14 -3.58 2.56
C -0.75 -3.17 1.58
N -0.27 -2.06 0.96
H 0.34 3.04 -2.09
H 1.05 4.45 -1.31
H 1.79 3.78 -2.76
H 1.63 2.36 -0.05
H 3.05 3.15 -0.68
H 3.78 2.42 -3.05
H 4.52 0.42 -4.29
H 3.70 -1.81 -3.59
H 1.91 -3.04 -2.47
H 1.11 -2.38 -1.05
H 4.04 -3.26 -1.19
H 2.72 -4.14 -0.39
H 3.26 -2.58 0.24
H 2.37 -0.07 1.62
H 2.09 -2.70 3.20
H 0.03 -4.45 3.19
H -1.70 -3.59 1.29
C -2.02 -0.41 -3.47
C -3.07 -1.08 -2.57
C -2.31 -1.32 -1.29
O -1.49 -0.14 -1.17
C -0.97 0.12 -2.49
H -2.45 0.38 -4.07
H -1.57 -1.13 -4.15
H -3.47 -2.00 -3.00
H -3.91 -0.41 -2.38
H -1.65 -2.19 -1.35
H -2.91 -1.40 -0.39
H -0.01 -0.39 -2.58
H -0.80 1.20 -2.55

---

211
Properties=species:S:1:pos:R:3 method="wB97M-V/def2-TZVPD" energy_ha=-5152.37520 total_charge=+5 homo_ha=-0.459 gap_ev=1.364 spin_multiplicity=1
C -9.40 -6.99 30.31
N -9.09 -8.41 30.11
C -9.50 -9.27 31.07
C -9.18 -10.57 31.01
C -8.27 -11.02 30.04
C -7.90 -10.13 29.04
C -8.25 -8.81 29.14
C -7.66 -12.39 29.93
C -7.07 -12.94 31.05
C -6.40 -14.16 30.96
N -6.35 -14.79 29.78
C -6.98 -14.37 28.72
C -7.64 -13.11 28.74
C -5.55 -16.04 29.73
H -9.15 -6.34 29.48
H -8.86 -6.60 31.18
H -10.47 -6.87 30.42
H -10.16 -8.86 31.83
H -9.53 -11.27 31.73
H -7.14 -10.46 28.35
H -7.81 -8.02 28.48
H -7.15 -12.41 32.01
H -5.93 -14.68 31.80
H -6.99 -14.99 27.82
H -8.09 -12.73 27.83
H -6.03 -16.75 30.41
H -4.54 -15.79 29.98
H -5.66 -16.42 28.73
C -7.98 -9.70 24.56
N -8.50 -8.32 24.41
C -8.12 -7.58 23.35
C -8.55 -6.31 23.25
C -9.23 -5.72 24.29
C -9.39 -6.40 25.46
C -9.04 -7.77 25.49
C -9.62 -4.32 24.16
C -9.61 -3.43 25.21
C -9.81 -2.09 24.98
N -10.10 -1.63 23.72
C -10.14 -2.48 22.69
C -9.91 -3.83 22.89
C -10.41 -0.25 23.34
H -7.15 -9.62 25.24
H -7.70 -10.06 23.58
H -8.67 -10.36 25.07
H -7.43 -8.05 22.64
H -8.24 -5.70 22.43
H -9.77 -5.93 26.38
H -9.23 -8.39 26.34
H -9.44 -3.82 26.21
H -9.92 -1.32 25.79
H -10.38 -2.10 21.71
H -10.01 -4.48 22.04
H -10.83 -0.28 22.35
H -9.51 0.35 23.45
H -11.11 0.17 24.07
C -3.60 -5.32 21.81
N -4.27 -4.77 23.04
C -5.21 -3.81 22.95
C -5.84 -3.41 24.14
C -5.45 -3.92 25.35
C -4.51 -4.92 25.40
C -3.97 -5.37 24.23
C -5.99 -3.42 26.63
C -6.17 -2.07 26.82
C -6.65 -1.55 28.03
N -6.92 -2.42 29.03
C -6.76 -3.74 28.86
C -6.41 -4.30 27.64
C -7.37 -2.02 30.41
H -4.15 -5.17 20.91
H -3.46 -6.40 21.92
H -2.59 -4.93 21.80
H -5.43 -3.32 22.01
H -6.55 -2.60 24.05
H -4.26 -5.32 26.36
H -3.25 -6.19 24.15
H -6.02 -1.35 26.04
H -6.84 -0.51 28.30
H -7.02 -4.35 29.72
H -6.45 -5.36 27.54
H -7.38 -0.90 30.53
H -6.61 -2.49 31.04
H -8.33 -2.46 30.58
C -15.02 -5.71 29.02
N -15.16 -6.90 28.18
C -14.06 -7.59 27.75
C -14.27 -8.65 26.82
C -15.60 -8.97 26.45
C -16.68 -8.33 27.09
C -16.45 -7.26 27.91
C -15.97 -9.97 25.46
C -17.10 -10.78 25.49
C -17.31 -11.76 24.53
N -16.50 -11.95 23.50
C -15.39 -11.16 23.42
C -15.14 -10.19 24.37
C -16.79 -13.00 22.51
H -14.07 -5.23 28.78
H -15.03 -6.03 30.06
H -15.81 -4.97 28.83
H -13.08 -7.37 28.21
H -13.39 -9.25 26.56
H -17.72 -8.54 26.90
H -17.25 -6.67 28.32
H -17.81 -10.79 26.29
H -18.20 -12.38 24.62
H -14.85 -11.29 22.52
H -14.26 -9.61 24.18
H -15.91 -13.62 22.31
H -17.05 -12.47 21.59
H -17.59 -13.61 22.88
C -18.43 -8.64 21.57
N -17.62 -7.74 22.45
C -18.20 -7.10 23.52
C -17.48 -6.21 24.26
C -16.13 -5.99 23.99
C -15.54 -6.69 22.95
C -16.30 -7.60 22.21
C -15.30 -5.01 24.70
C -15.84 -3.79 25.11
C -15.05 -2.84 25.71
N -13.79 -3.21 26.13
C -13.21 -4.36 25.72
C -13.94 -5.26 25.01
C -12.87 -2.27 26.79
H -19.35 -8.13 21.29
H -18.62 -9.59 22.05
H -17.91 -8.79 20.62
H -19.26 -7.24 23.64
H -17.98 -5.67 25.05
H -14.52 -6.51 22.64
H -15.88 -8.16 21.39
H -16.81 -3.49 24.74
H -15.33 -1.88 26.31
H -12.19 -4.56 26.07
H -13.42 -6.18 24.74
H -13.37 -1.60 27.48
H -12.34 -1.73 26.00
H -12.09 -2.79 27.33
C -11.66 -6.53 34.65
N -10.81 -6.94 35.77
C -9.74 -6.24 36.13
C -8.94 -6.61 37.14
C -9.23 -7.77 37.87
C -10.42 -8.50 37.52
C -11.15 -8.01 36.50
C -8.46 -8.19 39.10
C -8.12 -7.31 40.17
C -7.30 -7.82 41.11
N -6.85 -9.09 41.11
C -7.28 -9.96 40.16
C -8.06 -9.51 39.12
C -5.99 -9.51 42.22
H -12.51 -7.21 34.58
H -11.01 -6.52 33.77
H -11.90 -5.49 34.89
H -9.54 -5.45 35.42
H -8.09 -5.99 37.36
H -10.74 -9.30 38.17
H -12.13 -8.45 36.23
H -8.45 -6.28 40.21
H -6.95 -7.20 41.92
H -6.95 -10.97 40.33
H -8.30 -10.24 38.34
H -5.69 -8.69 42.86
H -5.14 -10.07 41.85
H -6.64 -10.20 42.77
N -11.00 -10.52 26.93
O -11.89 -10.73 26.08
O -10.03 -11.28 26.98
O -11.15 -9.53 27.68
N -5.67 -7.73 26.13
O -4.75 -7.25 26.78
O -6.72 -8.08 26.63
O -5.46 -7.79 24.91
C -7.90 -3.78 33.79
C -8.37 -5.06 33.07
O -9.33 -5.66 33.66
O -7.85 -5.38 31.98
H -8.51 -2.93 33.46
H -6.89 -3.50 33.51
H -7.93 -3.86 34.89
C -8.33 1.79 31.63
C -7.18 1.64 30.62
O -7.26 0.55 29.94
O -6.38 2.55 30.47
H -9.23 1.68 31.03
H -8.29 2.81 32.01
H -8.27 1.03 32.39
C -11.06 1.36 27.80
C -10.84 0.87 26.37
O -10.65 1.54 25.36
O -10.92 -0.46 26.42
H -10.15 1.04 28.33
H -11.98 0.94 28.20
H -11.05 2.45 27.87
C -16.07 -1.25 29.89
C -16.29 -0.93 28.44
O -15.55 -1.71 27.72
O -16.93 0.04 28.04
H -15.84 -0.29 30.35
H -15.26 -1.95 30.00
H -16.96 -1.69 30.36
C -11.01 -3.79 29.69
C -10.98 -4.80 28.51
O -12.00 -5.52 28.29
O -9.92 -4.81 27.86
H -10.54 -4.26 30.57
H -12.03 -3.53 29.96
H -10.42 -2.94 29.39

---

9
Properties=species:S:1:pos:R:3 method="wB97M-V/def2-TZVPD" energy_ha=-549.72650 s_squared=2.0059 homo_ha="-0.260 / -0.359" gap_ev="7.935 / 7.682" spin_multiplicity=3
C 0.30 0.00 1.16
C 0.05 0.54 -0.20
N 0.85 -1.01 1.64
O 1.52 -1.86 0.78
P 1.34 -1.78 -0.83
H -0.13 0.75 1.82
H -0.86 0.33 -0.54
H 0.37 1.58 -0.57
H -0.05 -2.15 -0.78

---

19
Properties=species:S:1:pos:R:3 method="wB97M-V/def2-TZVPD" energy_ha=-402.24323 homo_ha=-0.334 smiles="C[C@]1(O)N[C@@H]1O.C=C" gap_ev=9.805 spin_multiplicity=1
C 1.72 -1.44 1.33
C 1.46 -0.69 0.05
O 2.52 -0.80 -0.85
N 0.85 0.62 0.07
C 0.09 -0.73 -0.53
O -0.98 -1.18 0.12
H 0.81 -1.52 1.92
H 2.07 -2.44 1.09
H 2.51 -0.94 1.89
H 2.59 0.04 -1.31
H 0.51 0.83 1.00
H 0.00 -0.58 -1.61
H -1.75 -0.40 0.01
C -1.52 1.87 -0.72
C -2.53 1.07 -0.30
H -1.21 1.90 -1.76
H -0.98 2.51 -0.05
H -2.94 1.21 0.69
H -3.22 0.66 -1.03

---

15
Properties=species:S:1:pos:R:3 method="wB97M-V/def2-TZVPD" energy_ha=-358.81770 homo_ha=-0.315 smiles="CC1=NC=C/C1=N/N" gap_ev=7.845 spin_multiplicity=1
C 0.10 2.21 0.12
C 0.47 0.76 -0.19
N 1.77 0.41 -0.09
C 1.93 -0.87 -0.04
C 0.78 -1.51 0.17
C -0.34 -0.52 -0.03
N -1.50 -0.97 0.16
N -2.48 -0.04 0.00
H 1.10 2.87 0.22
H -0.35 2.28 1.26
H -0.60 2.46 -0.75
H 2.85 -1.32 -0.20
H 0.30 -2.67 -0.07
H -3.42 -0.58 -0.50
H -2.18 0.74 -0.68